No. 1
Density functional theory data (ωB97M-V/def2-TZVPD) for a 2-piece molecular cluster, C17H24NO8PS2 overall.

Calculated values
SMILES ... CCSCc1cc2c(cc1CC(C)C)C(=O)N(P(O)O)C2=O.O=S1(=O)OCCO1
Net charge ... 0
Orbital gap ... 8.689 eV
E_LUMO ... -0.44 eV

CARTESIAN COORDINATES (ANGSTROEM)
S -5.1181 0.5122 0.7954
S 5.7690 -4.6380 -3.5806
P 0.6560 -1.8144 1.1821
O -0.0641 -3.1903 1.6911
O 5.4146 -3.0814 -3.4748
O 4.6294 -5.1757 -2.5922
O 2.2426 -1.8610 1.5480
O 5.4730 -5.0972 -4.8893
O 7.0404 -4.8474 -2.9900
O 2.0233 -0.6140 -1.8870
O -1.2059 -3.0740 -1.5831
N 0.7381 -2.1310 -0.5986
C 3.9954 -4.0768 -1.9187
C -2.4538 -0.2620 -0.5653
C -0.5343 3.0695 2.2573
C 0.8328 4.3005 0.5924
C -1.5052 3.4672 -0.1257
C -0.0804 0.0751 -0.8714
C -4.2004 -0.1844 2.1962
C 4.1126 -2.9215 -2.8870
C -0.1838 1.4354 -0.6760
C -3.3773 0.8456 2.9488
C -1.1907 -0.7637 -0.8039
C 1.0820 -0.8220 -1.2037
C -3.9885 1.6553 -0.0601
C -1.4574 1.9687 -0.3690
C -0.6867 -2.1601 -1.0535
C -2.5815 1.1252 -0.3299
C -0.6148 3.9892 1.0417
H -1.1164 3.9354 -1.0311
H 1.1957 5.1382 1.1878
H -2.5202 3.8138 0.0259
H -4.9622 -0.5850 2.8591
H -0.2096 2.0585 2.0152
H -4.0037 1.5971 3.4267
H 3.3669 -2.9898 -3.6815
H 1.4873 3.4627 0.8283
H 2.9630 -4.3223 -1.6858
H -3.9176 2.5701 0.5154
H -2.6819 1.3434 2.2841
H -1.0468 4.9330 1.3740
H 0.6976 2.0564 -0.7298
H -2.7994 0.3364 3.7220
H -0.5038 -2.9443 2.5137
H 0.2253 3.4841 2.9250
H -4.4717 1.8673 -1.0121
H -3.3084 -0.9234 -0.5420
H -1.4498 3.0688 2.8432
H 0.8904 4.5859 -0.4555
H 4.0318 -1.9573 -2.3979
H 4.5399 -3.8797 -0.9931
H 2.3815 -1.3934 2.3787
H -3.5543 -0.9844 1.8363

---

No. 2
Density functional theory data (ωB97M-V/def2-TZVPD) for the molecule C17H24O4.

Calculated values
SMILES ... CC(=O)O[C@@H]1CC2=C(C(=O)OC2)[C@@]2(C)CCCC(C)(C)[C@H]12
Net charge ... 0
Energy above the lowest of the compared OMol25 structures with the same formula, charge and spin ... 0.00 kJ/mol
Orbital gap ... 10.166 eV
E_LUMO ... 0.50 eV

CARTESIAN COORDINATES (ANGSTROEM)
O 0.3294 -0.0463 -1.9791
O -3.1771 -2.1960 1.9813
O 2.2821 -0.1792 -3.1470
O -2.2576 -3.8651 0.7107
C 2.6079 1.4887 0.7092
C 1.0095 -0.6049 -0.8026
C -1.2722 -1.7838 0.6290
C 0.5389 -0.0165 0.5240
C -0.5138 -2.5643 -0.1615
C 0.4086 0.7085 -4.2598
C -2.0832 0.4367 -0.0348
C 1.1200 0.1132 -3.0786
C -0.8682 1.5979 2.5470
C -2.3181 -2.5952 1.2178
C -1.1242 -3.9674 -0.1755
C 0.8120 -2.1214 -0.7759
C 0.6274 1.8544 2.2519
C -0.9833 -0.2966 0.8504
C 1.0412 1.4305 0.8009
C 0.6285 2.5210 -0.2285
C -1.2445 0.1240 2.2986
H 0.3039 1.8158 -4.1328
H -1.4570 -4.2505 -1.1994
H -1.0474 1.7191 3.6253
H -1.9957 1.5051 -0.0320
H -2.3320 0.0142 2.5457
H -1.5521 2.2500 2.0263
H 3.1021 0.7296 1.3286
H 1.2280 1.2952 2.9972
H 1.0932 -0.6054 1.2887
H 0.6148 2.1699 -1.2718
H -0.6190 0.3450 -4.3450
H 0.9019 2.8823 2.3841
H 2.9413 1.4363 -0.3406
H 1.2876 3.3467 -0.2197
H -0.6653 -0.4790 3.0178
H -0.3734 -4.7287 0.1923
H -2.0105 0.0838 -1.0507
H 2.0920 -0.4780 -0.9049
H 0.9172 -2.5669 -1.7403
H 0.9326 0.5075 -5.2306
H -0.3482 2.8696 -0.0366
H 1.5919 -2.5803 -0.1903
H 2.9069 2.4890 1.0691
H -3.0762 0.1918 0.3422

---

No. 3
Density functional theory data (ωB97M-V/def2-TZVPD) for a 2-piece molecular cluster, C17H25BBrF8IN3O4 overall.

Calculated values
Net charge ... +1
Orbital gap ... 6.389 eV
E_LUMO ... -5.52 eV

CARTESIAN COORDINATES (ANGSTROEM)
I -1.8829 -0.0649 0.8803
Br 1.8928 -5.6189 -1.0900
F 0.9213 2.5422 -4.3212
F -4.0558 5.2212 -5.2663
F 0.7947 3.3561 -1.7389
F -1.1359 2.7529 -2.5477
F -3.3916 6.8017 -3.1054
F -2.9292 3.5631 -4.4050
F -1.6711 6.1030 -4.2166
F -0.4853 4.0898 -4.9395
O -2.1817 5.1971 -2.2210
O 1.5295 -3.1063 0.9518
O 1.1334 -6.7525 1.2380
O 2.3117 -4.0290 3.3749
N 2.4392 -1.6906 -0.5923
N 0.1622 -4.8368 4.0700
N -0.3783 -1.1695 1.8943
C -1.6976 0.0971 5.1906
C 1.3231 0.0556 -1.9801
C 0.4289 3.7704 -4.0056
C 3.7857 0.2096 -1.1608
C 0.9009 -5.8597 0.5809
C -3.5993 4.6998 -4.1084
C 2.4752 -0.5806 -1.2118
C -1.6613 -0.5885 4.0173
C 0.9116 -0.8488 1.1736
C -0.7802 -2.6061 1.8046
C -0.7818 5.0432 -2.0917
C -0.1797 -4.8507 0.9259
C 0.4044 -3.5996 1.6802
C 1.2396 -1.9620 0.1731
C -0.3369 -0.6139 3.2967
C -0.1929 3.7222 -2.6123
C -2.6762 5.7017 -3.4161
B 0.9680 -4.1624 3.1011
H 0.7657 0.7003 -1.2846
H -0.2380 5.9113 -2.4648
H 4.4306 0.0099 -2.0178
H -0.9364 -5.3163 1.5651
H -1.5027 1.1674 5.2407
H 4.2605 -0.0829 -0.2250
H 0.2468 -4.4303 4.9937
H -0.6108 5.0419 -1.0151
H 1.7506 -0.7980 1.8770
H -1.3994 -2.9292 2.6432
H -2.5635 -1.0747 3.6429
H 1.7359 0.7458 -2.7183
H 0.8049 0.1425 0.7412
H -0.0211 0.4383 3.2036
H -1.4081 -2.7366 0.9223
H 0.4472 -1.1281 3.8583
H 1.2518 4.4899 -4.0455
H -1.8941 -0.4841 6.0912
H 2.6157 -3.1134 3.3798
H 3.5310 1.2695 -1.0515
H -0.7029 -4.4837 0.0342
H 0.6622 -0.6643 -2.4610
H -4.4486 4.4497 -3.4686
H -0.8047 -4.9554 3.7919
H 0.4230 -2.1557 -0.5553

---

No. 4
Density functional theory data (ωB97M-V/def2-TZVPD) for a 2-piece molecular cluster, C17H25BFO5 overall.

Calculated values
Net charge ... -1
Orbital gap ... 6.839 eV
E_LUMO ... 2.34 eV

CARTESIAN COORDINATES (ANGSTROEM)
F 2.1509 -0.1671 5.9825
O 0.5254 1.2513 -4.3987
O 0.9811 0.4855 -6.4494
O -2.1956 0.3149 6.6800
O -0.4518 0.6015 8.0762
O -0.0796 0.1189 5.9018
C 0.9043 -1.7075 -2.0170
C 0.9537 0.3359 -5.0425
C -1.6037 0.4947 3.5093
C -1.1979 -0.5733 2.5994
C 0.9482 0.4101 7.9222
C 1.4394 -1.0160 -4.4335
C 1.1351 0.5996 6.4454
C -1.0231 0.3396 6.8659
C 1.9158 -0.8819 -2.9027
C -1.2199 2.1724 1.7066
C -0.8123 1.0987 0.7875
C -0.1154 -0.1816 -7.0824
C -0.7901 -0.3015 1.1997
C -1.5319 0.1887 -6.5101
C -1.6225 1.8812 3.0750
C -0.4408 1.5103 -0.6643
C -0.4192 -1.5107 0.3002
B 1.0959 -1.4589 -0.3769
H -1.8215 -0.4451 -5.6320
H -1.2149 3.2249 1.3352
H 2.9549 -1.3094 -2.8797
H -1.5241 1.2759 -6.2298
H 2.2101 -1.5298 -5.0695
H -1.9450 2.7168 3.7375
H -0.4398 -2.4224 0.9739
H -0.1075 0.1292 -8.1627
H -0.8426 0.8357 -1.4569
H 1.2168 -0.5964 8.2518
H -1.9276 0.2115 4.5267
H 1.8632 -2.2516 0.1072
H 1.2871 1.6375 6.1386
H -0.0074 -1.3059 -7.0910
H 1.5419 -0.3521 -0.1629
H 0.6839 1.4472 -0.7362
H 1.0853 -2.8003 -2.2181
H -0.6832 2.5898 -0.8723
H 0.5384 -1.6968 -4.4527
H -2.3220 0.0575 -7.2925
H -0.1314 -1.4345 -2.3717
H 1.9668 0.2062 -2.6252
H -1.2510 -1.6909 -0.4457
H 1.5098 1.1344 8.5115
H -1.1862 -1.6364 2.9425

---

No. 5
Density functional theory data (ωB97M-V/def2-TZVPD) for a 2-piece molecular cluster, C17H25BIN2OP overall.

Calculated values
Net charge ... +2
Orbital gap ... 4.277 eV
E_LUMO ... -7.84 eV

CARTESIAN COORDINATES (ANGSTROEM)
I -5.3369 2.5035 -1.9912
P -2.9885 3.1001 1.5646
O -7.8125 2.9616 -0.4712
N 4.3927 -5.2432 0.8919
N 1.1487 0.3164 -1.8413
C 5.0325 -4.4497 0.0208
C 2.2824 0.4736 -1.1438
C 3.1163 -4.9992 1.2317
C 5.0909 -6.3995 1.5104
C -1.6330 1.8977 1.1858
C 3.0843 -3.0743 -0.1884
C -6.6609 2.8878 -0.2721
C 2.4383 -3.9259 0.7050
C 2.9268 -0.6114 -0.5913
C -2.7720 4.5110 0.3735
C 0.6049 -0.9009 -2.0010
C 0.4735 1.4859 -2.4591
C 4.4021 -3.3571 -0.5326
C 1.2030 -2.0168 -1.4661
C -3.3438 5.8240 0.9082
C 2.3925 -1.8854 -0.7535
C -5.9233 3.0255 1.0111
B -4.5596 2.2160 1.0287
H -4.4217 5.8826 0.7715
H 4.9459 -2.7427 -1.2365
H -2.9199 6.6654 0.3645
H -1.7030 4.6370 0.2029
H -0.8327 2.3880 0.6304
H -0.5442 1.5281 -2.0781
H 5.1537 -6.2320 2.5823
H 1.4153 -3.7546 1.0098
H 2.6602 1.4799 -1.0396
H -4.5293 1.0430 0.8134
H 0.7421 -2.9819 -1.6246
H -3.1303 5.9332 1.9680
H -5.7284 4.0908 1.1516
H -1.9989 1.0328 0.6337
H -3.2180 4.2595 -0.5854
H 6.0869 -6.4786 1.0896
H 6.0536 -4.7062 -0.2200
H 4.5261 -7.3028 1.2973
H 3.8357 -0.4475 -0.0296
H 2.6616 -5.6809 1.9365
H 1.0081 2.3906 -2.1927
H -6.5804 2.7216 1.8273
H -1.2031 1.5309 2.1148
H -0.3132 -0.9522 -2.5694
H 0.4757 1.3564 -3.5382

---

No. 6
Density functional theory data (ωB97M-V/def2-TZVPD) for the molecule C17H25BrN2OS.

Calculated values
SMILES ... CC(C)CN1CCC(=O)N(CCSc2ccc(Br)cc2)CC1
Net charge ... 0
Energy above the lowest of the compared OMol25 structures with the same formula, charge and spin ... 32.78 kJ/mol
Orbital gap ... 8.630 eV
E_LUMO ... 0.58 eV

CARTESIAN COORDINATES (ANGSTROEM)
Br 3.8918 -2.6999 -2.3867
S -1.1145 -1.6630 1.4973
O -0.2177 0.1995 -1.4633
N -2.1558 0.5055 -0.3710
N -2.1044 3.3953 1.1351
C -1.4005 3.3840 -0.1332
C 2.5260 -1.5645 -0.1595
C 0.1279 -2.8751 -0.6707
C -0.3840 2.2487 -0.2945
C -1.3893 4.0619 2.2098
C -0.9190 0.9109 -0.7625
C 0.2304 -1.9973 0.3981
C -3.3741 5.5226 2.6799
C -1.5282 5.3164 4.3715
C -3.1369 1.2753 0.3719
C -2.5936 -1.7971 0.4347
C -2.5638 2.0775 1.5349
C 1.2138 -3.0799 -1.5002
C 1.4352 -1.3546 0.6582
C -2.3345 4.5923 3.2963
C 2.4004 -2.4189 -1.2413
C -2.5614 -0.8318 -0.7517
H -3.8517 0.5593 0.7810
H -2.8909 6.4046 2.2657
H -3.9002 5.0118 1.8786
H -1.7667 1.4815 2.0145
H -3.6906 1.9434 -0.2982
H -3.3570 2.2179 2.2740
H -0.8850 4.3409 -0.2362
H -0.8580 4.9161 1.7841
H -0.7979 4.6483 4.8229
H -2.1335 3.3331 -0.9445
H -3.4117 -1.5700 1.1190
H -0.9988 6.1651 3.9433
H 1.1341 -3.7490 -2.3433
H 3.4593 -1.0574 0.0310
H -0.7916 -3.4030 -0.8708
H -2.1867 5.6836 5.1549
H 1.5072 -0.6819 1.4992
H -2.8496 3.7486 3.7656
H -0.6416 3.3974 2.6791
H -3.5532 -0.8036 -1.2164
H 0.1358 2.0828 0.6536
H -4.0936 5.8432 3.4295
H 0.3757 2.5302 -1.0262
H -2.7078 -2.8249 0.0927
H -1.8316 -1.1764 -1.4891

---

No. 7
Density functional theory data (ωB97M-V/def2-TZVPD) for C17H25BrN8Pb as an isolated structure.

Calculated values
Net charge ... +4
Orbital gap (alpha / beta) ... 6.842 / 5.594 eV
E_LUMO (alpha / beta) ... -13.36 / -13.63 eV

CARTESIAN COORDINATES (ANGSTROEM)
Pb -0.2765 -0.7111 -0.5197
Br 0.5018 -0.6460 -3.2504
N -1.2845 1.7865 -1.1134
N -2.7069 3.5421 -1.5292
N -1.5237 -3.6280 0.6939
N 1.9951 -0.9989 -1.0574
N -0.0121 -2.2067 2.5702
N -0.5643 3.9619 -0.7482
N -2.2836 -5.1783 2.1419
N -0.2462 -3.7853 4.1715
C 4.4642 -1.2875 -2.1451
C -1.4069 -4.0759 1.9496
C 3.0524 -1.2759 -0.2858
C -0.5535 -3.4610 2.8873
C 0.4437 -2.7709 4.7199
C 5.5048 -1.7507 0.1287
C -0.8834 5.4279 -0.5377
C 2.1798 -0.8639 -2.3578
C 4.3526 -1.4421 -0.7692
C -1.4164 3.0556 -1.0429
C 0.7270 3.5422 -0.2119
C -2.9102 -5.3871 1.0181
C -3.9155 3.1922 -0.8257
C 0.6247 -1.8040 3.6512
C -2.8599 4.2227 -2.8069
C 3.3578 -1.0264 -2.9856
C -2.4481 -4.3710 0.1156
H -0.6529 -4.5937 4.6793
H -0.6034 5.8036 0.4648
H -3.7263 2.6168 0.0791
H 1.3705 4.3757 -0.0736
H -4.6681 2.6519 -1.4292
H -0.3603 6.0493 -1.2552
H 1.1549 -0.9225 3.7638
H -2.8106 -4.2637 -0.8677
H 2.8182 -1.3928 0.7506
H -3.7199 4.9167 -2.7557
H -3.6565 -6.1262 0.9001
H 3.4659 -0.9327 -4.0515
H 0.6933 -2.7795 5.7874
H -4.3238 4.1761 -0.4550
H 5.4359 -1.4626 -2.5845
H 1.1514 2.8415 -0.9187
H -2.4552 -5.7143 2.9585
H 6.1262 -0.8319 0.2254
H 0.5488 3.1175 0.7950
H -1.9494 4.7234 -3.1404
H -3.0060 3.3893 -3.5079
H 6.1077 -2.6287 -0.2987
H 5.2261 -2.0080 1.1496
H -2.1403 1.2739 -1.3980
H -1.9382 5.6607 -0.6787

---

No. 8
Density functional theory data (ωB97M-V/def2-TZVPD) for C17H25Cl5InO4P as an isolated structure.

Calculated values
Net charge ... +2
Orbital gap (alpha / beta) ... 6.865 / 6.901 eV
E_LUMO (alpha / beta) ... -7.13 / -7.09 eV

CARTESIAN COORDINATES (ANGSTROEM)
In -0.2848 0.1424 -0.4840
Cl -1.9780 0.8831 -4.3365
Cl 2.8347 -0.0063 -6.7992
Cl -0.3249 0.5903 -6.9662
Cl 5.4976 -0.0695 -2.3941
Cl 3.0690 -0.1017 -0.8337
P -1.8753 2.2020 0.1597
O -1.2676 -1.7016 0.6506
O 1.6680 1.1229 0.5310
O -0.2944 0.2376 2.1691
O 1.3042 -2.1914 0.0212
C -0.8956 -2.9995 0.1807
C 2.2593 0.2421 -4.1484
C 1.2390 1.9093 1.6076
C -3.5315 1.8539 -0.4889
C -1.2538 3.5891 -0.8255
C 4.6567 0.4727 -1.0161
C -1.6722 -1.5973 2.0277
C 0.7724 1.0031 2.7194
C -2.1483 2.8313 1.8402
C 0.3571 0.6138 -3.0239
C 0.5355 -3.3063 0.5254
C 1.6647 0.3168 -3.0260
C 2.6375 -2.2336 0.3551
C -0.5730 -0.9695 2.8413
C 1.8489 0.2359 -5.4439
C 0.4609 0.4813 -5.4769
C -0.2662 0.6265 -4.2668
H 3.5107 -1.0323 -1.6744
H -2.5445 -0.9429 2.0391
H -1.9458 4.4309 -0.7874
H -1.9649 -2.5762 2.4072
H 0.4202 2.5616 1.3044
H 2.9383 -1.9658 1.3655
H -2.5246 2.0379 2.4844
H -4.0247 1.0961 0.1202
H 0.7031 -3.4115 1.5985
H -1.0235 -2.9767 -0.9017
H -1.1407 3.2697 -1.8631
H -0.2810 3.9099 -0.4523
H 0.3236 -1.5958 2.8914
H 1.5855 0.3368 3.0219
H 2.0459 2.5600 1.9565
H -2.8873 3.6332 1.8000
H -1.5655 -3.7544 0.5935
H 0.4163 1.5568 3.5941
H 0.8501 -4.2258 0.0299
H -3.4552 1.4907 -1.5147
H 3.2973 -2.8748 -0.2232
H -0.9237 -0.7893 3.8620
H -4.1414 2.7582 -0.4805
H 5.0222 1.2029 -0.3161
H -1.2302 3.2244 2.2671

---

net charge of number 8 (C17H25Cl5InO4P)? +2

---

Which value of net charge does entry 4 give? -1

---

What is the net charge in the fifth record? +2

---

The highest net charge belongs to which entry? C17H25BrN8Pb